Entry 1:
67
Properties=species:S:1:pos:R:3:nbo_charge:R:1 method="wB97M-V/def2-TZVPD" energy_ev=-38715.0480 molar_mass_da=453.61 de_lowest_kj_mol=0.00 homo_lumo_gap_ev=5.40 total_charge=+1 lumo_energy_ev=-5.29
C -3.0865 4.8456 -0.2784 -0.416
N -1.7447 4.3446 -0.1196 -0.447
C -1.3547 3.0278 0.3369 0.171
C -2.1020 1.8039 -0.2960 -0.074
C -2.0178 1.9060 -1.8157 -0.615
C -3.5495 1.7844 0.1831 -0.613
C -1.4257 0.5223 0.1798 -0.611
N 0.0655 3.0426 0.0644 -0.646
C 0.5655 4.3925 0.0871 -0.129
C 1.7034 4.6704 -0.9013 -0.440
C 2.9221 3.8198 -0.6297 0.077
C 3.8667 4.2237 0.3202 -0.246
C 4.9641 3.4041 0.5992 -0.201
C 5.1114 2.1852 -0.0752 -0.231
C 4.1644 1.7829 -1.0257 -0.206
C 3.0689 2.6027 -1.3002 -0.260
C -0.6772 5.2019 -0.2395 0.687
O -0.7066 6.3778 -0.5912 -0.605
H -3.0015 5.9227 -0.4463 0.254
H -3.5705 4.3907 -1.1523 0.194
H -3.6918 4.6546 0.6149 0.199
H -1.5126 2.9380 1.4398 0.140
H -0.9794 1.8103 -2.1529 0.223
H -2.5979 1.0938 -2.2715 0.208
H -2.4235 2.8549 -2.1848 0.221
H -3.5925 1.7943 1.2803 0.208
H -4.1333 2.6283 -0.1955 0.224
H -4.0452 0.8686 -0.1659 0.213
H -1.4457 0.4321 1.2751 0.200
H -1.9484 -0.3577 -0.2239 0.214
H -0.3864 0.4506 -0.1635 0.203
H 0.6110 2.3934 0.6258 0.376
H 0.9212 4.6713 1.1067 0.191
H 1.3420 4.5060 -1.9307 0.222
H 1.9428 5.7364 -0.7811 0.239
H 3.7219 5.1789 0.8323 0.219
H 5.6970 3.7238 1.3419 0.221
H 5.9671 1.5462 0.1380 0.217
H 4.2667 0.8376 -1.5596 0.206
H 2.3110 2.3187 -2.0343 0.215
C 0.3168 -7.4830 -3.0275 -0.128
C 0.9785 -6.2722 -3.2663 -0.210
C 0.9402 -5.2555 -2.3137 -0.161
C 0.2339 -5.4272 -1.0908 -0.113
C 0.1827 -4.3892 -0.0850 0.565
O -0.5495 -4.7169 1.0200 -0.426
C -0.6827 -3.8329 2.0784 0.419
C -0.0641 -2.5651 2.0114 -0.191
C -0.2422 -1.6862 3.1116 -0.124
C -0.9970 -2.0802 4.2015 -0.207
C -1.5955 -3.3518 4.2350 -0.122
C -1.4449 -4.2402 3.1734 -0.261
C 0.6746 -2.2423 0.8592 0.024
C 0.8033 -3.1541 -0.1792 -0.348
C -0.4267 -6.6550 -0.8727 -0.165
C -0.3840 -7.6644 -1.8266 -0.207
H 0.3452 -8.2791 -3.7689 0.239
H 1.5266 -6.1178 -4.1967 0.241
H 1.4521 -4.3094 -2.4905 0.216
H 0.2458 -0.7097 3.0511 0.237
H -1.1236 -1.3954 5.0397 0.246
H -2.1836 -3.6460 5.1036 0.246
H -1.9013 -5.2302 3.1820 0.251
H 1.1787 -1.2761 0.8034 0.250
H 1.3803 -2.9380 -1.0769 0.256
H -0.9761 -6.8170 0.0526 0.233
H -0.9070 -8.5966 -1.6185 0.238



Entry 2:
76
Properties=species:S:1:pos:R:3:mulliken_charge:R:1 method="wB97M-V/def2-TZVPD" energy_ev=-79219.0721 molar_mass_da=801.69 de_lowest_kj_mol=0.00 homo_lumo_gap_ev=6.27 total_charge=+3 lumo_energy_ev=-9.28
Ta -0.0304 -0.7099 -1.0956 1.934
C -1.5184 2.6075 1.7070 -1.069
C -0.9667 1.9514 0.4814 1.369
N -0.5573 0.7037 0.5501 0.394
N -0.6979 0.1219 1.8296 -1.009
C -1.2211 -1.0531 1.7967 0.497
S -1.6207 -1.8989 0.3171 -0.485
S -1.5019 -1.8693 3.3347 -0.092
C -3.3399 -1.7017 3.3714 -1.420
C -3.8245 -0.2879 3.2581 0.622
C -4.4383 0.1451 2.0874 -0.094
C -4.9512 1.4345 1.9977 -0.768
C -4.8550 2.2961 3.0805 -0.581
C -4.2323 1.8723 4.2499 -0.687
C -3.7130 0.5897 4.3350 -0.144
C -0.9180 2.6979 -0.7713 0.220
C -0.9866 4.1026 -0.7770 -1.228
C -0.9633 4.8082 -1.9614 -0.961
C -0.9048 4.1323 -3.1780 -0.511
C -0.8459 2.7490 -3.2133 -0.618
C -0.8398 2.0591 -2.0179 0.603
O -0.7581 0.6989 -2.0335 -0.490
H -2.1970 1.9268 2.2204 -0.297
H -2.0570 3.5145 1.4628 0.593
H -0.7159 2.8524 2.4077 0.300
H -3.5932 -2.1423 4.3364 0.566
H -3.7450 -2.3434 2.5915 0.481
H -4.5609 -0.5422 1.2574 0.426
H -5.4596 1.7500 1.0964 0.467
H -5.2855 3.2870 3.0256 0.462
H -4.1796 2.5323 5.1054 0.439
H -3.2595 0.2521 5.2602 0.483
H -1.0363 4.6470 0.1539 0.498
H -1.0033 5.8881 -1.9446 0.472
H -0.9076 4.6891 -4.1053 0.466
H -0.8132 2.2048 -4.1467 0.565
C 4.9593 1.5177 -2.3920 -0.623
C 5.0361 0.3245 -3.1029 -0.672
C 3.9350 -0.5119 -3.1980 -0.562
C 2.7524 -0.1352 -2.5733 0.291
C 2.6658 1.0572 -1.8611 0.018
C 3.7726 1.8876 -1.7713 -0.899
N 1.5769 -0.9427 -2.6211 0.930
N 1.4859 -1.8165 -3.5067 -0.868
C 0.2969 -2.5450 -3.4583 0.181
C 0.1053 -3.4667 -4.4766 -0.285
C -1.0873 -4.1794 -4.5259 -0.635
C -2.0519 -3.9480 -3.5635 -0.946
C -1.8391 -3.0230 -2.5336 -0.240
C -0.6618 -2.2957 -2.4350 0.419
H 5.8210 2.1689 -2.3386 0.467
H 5.9577 0.0506 -3.5980 0.461
H 3.9798 -1.4340 -3.7611 0.529
H 1.7228 1.3929 -1.4286 0.412
H 3.7030 2.8330 -1.2504 0.496
H 0.8791 -3.6014 -5.2204 0.526
H -1.2602 -4.8979 -5.3147 0.435
H -2.9894 -4.4864 -3.6014 0.447
H -2.6390 -2.8863 -1.8176 0.452
N 3.8556 -3.6115 1.3824 -0.208
C 3.8904 -2.1413 1.0591 -0.890
P 2.2050 -1.4921 1.4621 1.216
O 1.6341 -2.4719 2.4153 -1.072
O 1.5288 -1.2323 0.1037 -0.632
C 2.3763 0.1073 2.3603 -0.871
N 1.4567 0.0674 3.5398 0.003
H 3.1513 -3.7547 2.1310 0.312
H 4.7661 -3.9638 1.6888 0.398
H 3.5621 -4.1758 0.5817 0.348
H 4.1787 -1.9965 0.0201 0.352
H 4.6406 -1.6824 1.7017 0.450
H 2.1029 0.9518 1.7293 0.290
H 3.3996 0.2471 2.7065 0.676
H 0.4757 0.2401 3.1888 0.025
H 1.7090 0.7532 4.2532 0.430
H 1.4452 -0.8725 3.9568 0.437



Entry 3:
80
Properties=species:S:1:pos:R:3:mulliken_charge:R:1 method="wB97M-V/def2-TZVPD" energy_ev=-327726.4791 molar_mass_da=1186.75 de_lowest_kj_mol=247.32 homo_lumo_gap_ev=5.68 total_charge=+1 lumo_energy_ev=-4.94
W 0.2865 -0.1735 0.9805 0.672
C -0.8460 4.1474 4.3452 -1.708
C -1.1314 4.2045 2.8753 0.741
C -1.9286 5.2740 2.4039 -0.810
C -2.0330 5.5140 1.0720 -1.087
C -1.2538 4.7364 0.1866 1.085
C -1.0351 5.0753 -1.1658 -0.331
Br -1.9195 6.5615 -1.9388 -0.199
C -0.1275 4.3915 -1.9154 -0.430
C 0.5033 3.2643 -1.3767 0.084
Br 1.8562 2.4379 -2.4054 -0.033
C 0.2003 2.7671 -0.1269 -0.625
O 0.6997 1.5911 0.3004 -0.079
C -0.6106 3.5933 0.7280 0.601
N -0.6187 3.3059 2.0546 0.189
H -0.7824 5.1641 4.7317 0.568
H 0.0971 3.6457 4.5450 0.295
H -1.6511 3.6472 4.8837 0.252
H -2.4378 5.8971 3.1269 0.485
H -2.6459 6.3154 0.6849 0.396
H 0.1155 4.7084 -2.9188 0.463
O -0.8232 -2.7880 4.4060 -0.668
As 0.4016 -2.5431 3.1393 1.155
O 1.7646 -2.3858 3.9716 -0.780
O -0.3412 -1.2700 2.2770 1.113
C 0.1514 -4.2098 2.1800 -0.306
C -0.2171 -5.3567 2.8642 -0.827
C -0.3736 -6.5375 2.1511 -0.593
C -0.1551 -6.5755 0.7790 -0.685
C 0.2589 -5.4402 0.1009 -0.586
C 0.4056 -4.2645 0.8172 0.299
S 0.8535 -2.7629 0.0255 1.608
O 1.4508 -3.0551 -1.2342 -0.591
O 1.6893 -1.9564 0.9718 -0.494
O -0.3893 -1.9256 -0.0599 -0.591
H -0.4385 -2.6677 5.2817 0.351
H -0.3822 -5.3074 3.9314 0.514
H -0.6648 -7.4402 2.6704 0.418
H -0.3041 -7.4979 0.2357 0.425
H 0.4795 -5.4478 -0.9581 0.555
C 2.3999 -0.2375 -7.3518 -1.479
C 2.3559 -0.4270 -5.8706 0.476
C 3.5014 -0.7189 -5.1379 -1.075
C 3.4770 -0.8537 -3.7648 0.936
C 4.7577 -1.1691 -3.0448 -1.834
C 2.2506 -0.6674 -3.0713 1.136
C 2.3161 -0.6084 -1.6536 -0.465
O 1.4047 -0.3423 -0.8465 -0.318
C 1.0540 -0.4385 -3.8226 0.878
C -0.2911 -0.2845 -3.1866 -0.835
C 1.1404 -0.3258 -5.1927 -1.097
H 3.4176 -0.1073 -7.7123 0.387
H 1.8018 0.6251 -7.6444 0.382
H 1.9653 -1.1080 -7.8482 0.325
H 4.4465 -0.8302 -5.6553 0.373
H 5.5332 -1.4278 -3.7617 0.429
H 4.6363 -2.0074 -2.3592 0.364
H 5.1123 -0.3063 -2.4769 0.375
H 3.3016 -0.7645 -1.2069 0.371
H -0.3241 0.6257 -2.5841 0.027
H -0.5121 -1.1241 -2.5346 0.083
H -1.0651 -0.2189 -3.9501 0.512
H 0.2377 -0.1367 -5.7612 0.455
C -3.3416 -1.3775 2.4689 -1.398
Ge -2.3598 0.3353 2.2614 1.359
C -3.8337 1.6634 2.4404 -1.357
C -1.3217 0.6644 3.9505 -0.963
C -1.6837 0.4089 0.3823 -2.132
H -3.9645 -1.3137 3.3606 0.383
H -2.6943 -2.2444 2.5737 0.271
H -3.9973 -1.5313 1.6106 0.439
H -4.7042 1.2996 1.8934 0.436
H -3.5858 2.6486 2.0475 0.310
H -4.1184 1.7743 3.4860 0.399
H -2.0532 0.9626 4.7024 0.465
H -0.5835 1.4450 3.8449 -0.042
H -0.8388 -0.2328 4.3214 0.359
H -2.2421 -0.3579 -0.1538 0.834
H -1.9310 1.3828 -0.0342 0.580
I 2.2327 0.6901 2.6608 -0.194



Repeat the first record exactly.
67
Properties=species:S:1:pos:R:3:nbo_charge:R:1 method="wB97M-V/def2-TZVPD" energy_ev=-38715.0480 molar_mass_da=453.61 de_lowest_kj_mol=0.00 homo_lumo_gap_ev=5.40 total_charge=+1 lumo_energy_ev=-5.29
C -3.0865 4.8456 -0.2784 -0.416
N -1.7447 4.3446 -0.1196 -0.447
C -1.3547 3.0278 0.3369 0.171
C -2.1020 1.8039 -0.2960 -0.074
C -2.0178 1.9060 -1.8157 -0.615
C -3.5495 1.7844 0.1831 -0.613
C -1.4257 0.5223 0.1798 -0.611
N 0.0655 3.0426 0.0644 -0.646
C 0.5655 4.3925 0.0871 -0.129
C 1.7034 4.6704 -0.9013 -0.440
C 2.9221 3.8198 -0.6297 0.077
C 3.8667 4.2237 0.3202 -0.246
C 4.9641 3.4041 0.5992 -0.201
C 5.1114 2.1852 -0.0752 -0.231
C 4.1644 1.7829 -1.0257 -0.206
C 3.0689 2.6027 -1.3002 -0.260
C -0.6772 5.2019 -0.2395 0.687
O -0.7066 6.3778 -0.5912 -0.605
H -3.0015 5.9227 -0.4463 0.254
H -3.5705 4.3907 -1.1523 0.194
H -3.6918 4.6546 0.6149 0.199
H -1.5126 2.9380 1.4398 0.140
H -0.9794 1.8103 -2.1529 0.223
H -2.5979 1.0938 -2.2715 0.208
H -2.4235 2.8549 -2.1848 0.221
H -3.5925 1.7943 1.2803 0.208
H -4.1333 2.6283 -0.1955 0.224
H -4.0452 0.8686 -0.1659 0.213
H -1.4457 0.4321 1.2751 0.200
H -1.9484 -0.3577 -0.2239 0.214
H -0.3864 0.4506 -0.1635 0.203
H 0.6110 2.3934 0.6258 0.376
H 0.9212 4.6713 1.1067 0.191
H 1.3420 4.5060 -1.9307 0.222
H 1.9428 5.7364 -0.7811 0.239
H 3.7219 5.1789 0.8323 0.219
H 5.6970 3.7238 1.3419 0.221
H 5.9671 1.5462 0.1380 0.217
H 4.2667 0.8376 -1.5596 0.206
H 2.3110 2.3187 -2.0343 0.215
C 0.3168 -7.4830 -3.0275 -0.128
C 0.9785 -6.2722 -3.2663 -0.210
C 0.9402 -5.2555 -2.3137 -0.161
C 0.2339 -5.4272 -1.0908 -0.113
C 0.1827 -4.3892 -0.0850 0.565
O -0.5495 -4.7169 1.0200 -0.426
C -0.6827 -3.8329 2.0784 0.419
C -0.0641 -2.5651 2.0114 -0.191
C -0.2422 -1.6862 3.1116 -0.124
C -0.9970 -2.0802 4.2015 -0.207
C -1.5955 -3.3518 4.2350 -0.122
C -1.4449 -4.2402 3.1734 -0.261
C 0.6746 -2.2423 0.8592 0.024
C 0.8033 -3.1541 -0.1792 -0.348
C -0.4267 -6.6550 -0.8727 -0.165
C -0.3840 -7.6644 -1.8266 -0.207
H 0.3452 -8.2791 -3.7689 0.239
H 1.5266 -6.1178 -4.1967 0.241
H 1.4521 -4.3094 -2.4905 0.216
H 0.2458 -0.7097 3.0511 0.237
H -1.1236 -1.3954 5.0397 0.246
H -2.1836 -3.6460 5.1036 0.246
H -1.9013 -5.2302 3.1820 0.251
H 1.1787 -1.2761 0.8034 0.250
H 1.3803 -2.9380 -1.0769 0.256
H -0.9761 -6.8170 0.0526 0.233
H -0.9070 -8.5966 -1.6185 0.238